No. 1
{"formula": "C42H36AlIN4O7P2S3Te", "method": "wB97M-V/def2-TZVPD", "species": ["C", "C", "H", "O", "C", "C", "H", "H", "S", "C", "H", "C", "Al", "C", "H", "H", "C", "H", "C", "C", "C", "N", "H", "H", "H", "H", "S", "H", "H", "H", "C", "H", "P", "H", "C", "C", "O", "H", "C", "C", "C", "C", "C", "O", "C", "N", "H", "H", "H", "C", "C", "I", "H", "C", "H", "C", "C", "C", "C", "H", "C", "H", "O", "C", "C", "H", "H", "C", "C", "H", "H", "O", "H", "P", "O", "C", "H", "C", "C", "C", "H", "Te", "C", "S", "H", "N", "H", "H", "C", "H", "O", "C", "C", "C", "H", "N", "C"], "coordinates": [[4.612834, 1.780153, -0.284813], [0.373120, -3.768828, -6.962546], [4.322074, 5.385448, 0.835174], [-1.282005, 0.284348, -1.927653], [-1.235104, 3.619601, -1.175767], [-0.219365, 3.221035, 5.270592], [1.557752, -1.997623, -5.276577], [2.131361, -4.050482, -2.789987], [-2.153491, -0.828494, -2.267044], [-0.378441, 5.950834, 0.048198], [2.279322, 0.558459, 2.680026], [1.265501, -1.283133, 2.304378], [-2.058932, -1.773609, 0.955526], [1.467333, -2.962671, 4.029065], [-2.350074, 2.961668, 5.326694], [0.536805, -0.784423, -3.377243], [-0.065032, -1.435654, -3.997530], [1.100263, -3.164925, -7.508095], [0.841355, 2.697893, 3.179781], [-0.621205, 3.544804, 0.079011], [0.973763, -2.554994, 2.799496], [-3.963429, -1.195427, 0.703292], [6.482976, 1.900912, 0.771392], [-0.375365, -4.139401, -7.663234], [-5.445607, -2.676434, 0.990294], [5.253816, -2.189499, -0.523446], [-2.565399, -2.511330, 3.316485], [0.901670, -4.632208, -6.549277], [-3.709906, -3.237414, -1.324518], [-1.849688, 4.869980, -2.798556], [-0.216518, 4.727657, 0.689615], [0.443282, -2.781368, -1.482249], [-0.475168, 1.895194, 0.882588], [-0.146295, 3.529774, 6.307034], [4.198834, -2.307711, -0.749512], [3.447571, 2.456673, -0.632397], [-1.372322, -0.123237, 4.395685], [-1.074168, 6.958759, -1.715711], [-0.398090, 2.381012, 2.629162], [5.579313, 2.425097, 0.472546], [2.553775, -0.837692, 4.291672], [0.500207, -2.118731, -5.063580], [-6.051024, -0.639827, 0.288416], [-3.484679, -0.479248, -2.701798], [0.930444, 3.125348, 4.495758], [-2.044461, -1.904019, -1.119926], [-2.336613, -3.611749, -2.376798], [3.169962, -0.163477, 4.876746], [2.517204, 4.390511, -0.537633], [-5.218655, -1.665138, 0.691515], [-2.051644, -4.166603, -0.344666], [-8.115464, -0.706331, 0.047972], [4.541045, -3.719396, -2.337473], [-2.612144, -3.220281, -1.401948], [-2.239750, -3.738141, -6.197971], [-1.391264, 4.835657, -1.818076], [-1.547462, 2.503873, 3.398528], [1.502459, -2.644605, -1.292003], [3.799490, -3.175592, -1.763299], [1.729171, 2.608550, 2.563648], [-5.210568, 0.451741, 0.060669], [-3.268678, -2.440704, -4.339783], [-1.692878, -3.556907, 0.747752], [1.895777, -1.744211, -0.309619], [0.989013, 0.957337, 0.516082], [3.546899, -0.948165, 0.783281], [-2.511019, 2.238248, 2.979557], [2.060425, -0.431231, 3.059305], [-1.453953, 2.911503, 4.720881], [1.897840, 3.378637, 4.913838], [-1.587458, 2.706077, -1.641143], [-1.675038, -0.295725, 1.981188], [0.337891, -3.219769, 2.224512], [0.582915, -0.867079, 0.639412], [-3.603741, 0.144036, 3.450820], [-0.954502, 6.007031, -1.210751], [2.632305, -2.413943, 5.748006], [2.260344, -2.103456, 4.778005], [-1.626630, -3.086065, -5.584245], [2.450179, -3.354038, -2.023120], [0.235976, 4.704304, 1.671454], [1.699368, 1.477865, -1.460152], [-2.204296, -2.388828, -4.532695], [-2.325272, -0.531350, 3.386840], [4.764270, 0.757250, -0.598508], [-3.958358, 0.099214, 0.311102], [-1.790730, 1.455438, 0.695691], [1.223398, -3.947829, 4.408809], [-1.415747, -1.578608, -3.722611], [-0.046741, 6.858880, 0.537498], [-1.978870, -5.367254, -0.543388], [4.388335, 4.351905, 0.505762], [-0.265959, -2.971435, -5.853092], [3.371876, 3.792876, -0.254356], [-5.463660, 1.447963, -0.269051], [5.480546, 3.688626, 0.888255], [3.252783, -1.605893, -0.025145]], "forces_ev_per_angstrom": [[-0.1, -0.1, -0.1], [0.0, 0.0, 0.1], [0.0, 0.0, 0.0], [0.2, 0.1, 0.2], [0.0, -0.3, 0.1], [0.0, 0.0, -0.1], [0.0, 0.0, 0.0], [0.0, 0.0, 0.0], [0.2, 0.5, -0.1], [0.0, 0.0, 0.0], [0.0, -0.1, 0.0], [-0.1, -0.1, 0.0], [-0.8, -0.1, -0.6], [0.0, 0.0, 0.0], [0.0, 0.0, 0.0], [0.0, 0.0, 0.0], [0.0, 0.1, 0.1], [0.0, 0.0, 0.0], [0.0, 0.0, 0.0], [0.1, 0.0, -0.2], [0.0, 0.1, 0.0], [0.2, 0.2, -0.1], [0.0, 0.0, 0.0], [0.0, 0.0, 0.0], [0.0, 0.0, 0.0], [0.0, 0.0, 0.0], [0.1, -0.2, -0.1], [0.0, 0.0, -0.1], [0.0, 0.0, 0.0], [0.0, 0.0, 0.0], [0.2, -0.1, 0.0], [0.0, 0.0, 0.0], [0.4, 0.8, 0.5], [0.0, 0.0, 0.0], [0.1, 0.0, 0.0], [-0.2, -0.1, 0.0], [0.1, -0.2, -0.1], [0.0, 0.0, 0.0], [0.0, 0.0, 0.0], [0.1, 0.1, 0.0], [0.1, 0.0, 0.0], [0.0, 0.0, 0.0], [-0.3, 0.0, -0.1], [-0.2, -0.3, 0.0], [0.0, 0.0, -0.1], [0.2, 0.1, -0.3], [0.1, -0.1, -0.1], [0.0, 0.0, 0.0], [-0.1, 0.0, 0.1], [0.2, -0.2, 0.2], [0.0, -0.1, -0.2], [0.2, 0.0, 0.0], [0.0, 0.0, 0.0], [-0.1, 0.1, 0.3], [0.0, 0.0, 0.0], [0.0, 0.1, 0.0], [0.0, 0.2, -0.1], [-0.1, 0.1, 0.0], [0.0, 0.0, 0.0], [0.0, 0.0, 0.0], [0.1, -0.1, 0.1], [0.0, -0.1, 0.0], [0.1, -0.2, 0.0], [-0.1, 0.1, -0.1], [-1.0, -0.3, -1.4], [0.1, 0.0, 0.0], [0.0, 0.0, 0.1], [0.0, 0.0, 0.0], [0.0, 0.1, 0.0], [0.0, 0.0, 0.0], [0.0, 0.0, -0.1], [-0.1, -0.1, 0.2], [0.0, 0.0, 0.0], [0.7, 0.2, 0.6], [0.1, 0.2, -0.1], [0.0, 0.0, 0.0], [0.0, 0.0, 0.0], [0.0, 0.0, 0.0], [0.0, 0.0, 0.0], [0.1, 0.0, 0.0], [0.0, 0.0, 0.0], [0.2, 0.0, 0.7], [0.1, 0.2, -0.1], [-0.2, 0.0, 1.0], [0.0, -0.1, 0.1], [0.0, 0.2, -0.1], [0.1, -0.2, -0.2], [0.0, 0.0, 0.0], [-0.2, -0.4, 0.2], [0.0, 0.0, 0.0], [0.0, 0.2, 0.1], [0.1, 0.0, 0.0], [0.0, 0.0, -0.1], [-0.1, 0.0, 0.0], [0.0, 0.0, 0.0], [-0.1, 0.0, 0.0], [0.0, 0.0, 0.0]], "lowdin_charge": [-0.126, -0.064, 0.095, -0.408, -0.108, -0.090, 0.113, 0.099, 0.565, -0.099, 0.068, -0.347, -0.199, -0.082, 0.109, 0.066, -0.059, 0.071, -0.119, -0.331, -0.101, -0.076, 0.095, 0.067, 0.110, 0.095, 0.485, 0.078, 0.127, 0.101, -0.085, 0.093, 0.924, 0.093, -0.098, -0.505, -0.364, 0.092, -0.335, -0.170, -0.090, -0.045, -0.778, -0.305, -0.085, -0.206, 0.103, 0.093, 0.078, -0.201, -0.575, 0.708, 0.090, -0.159, 0.105, -0.085, -0.096, -0.086, -0.104, 0.091, -0.234, 0.114, -0.068, -0.378, -0.808, 0.099, 0.103, -0.101, -0.076, 0.096, 0.090, -0.505, 0.087, 0.995, -0.377, -0.104, 0.088, -0.105, -0.046, -0.085, 0.097, 1.257, -0.070, 0.148, 0.076, 0.018, 0.050, 0.100, -0.257, 0.095, 0.045, -0.171, -0.285, -0.138, 0.094, 0.035, -0.114], "lumo_ev": 3.597, "fmax_ev_per_a": 1.73, "total_charge": -2, "orbital_gap_ha": 0.24261, "e_tot_ev": -137511.655, "e_above_lowest_kj_mol": 35.5, "spin_multiplicity": 1}

No. 2
{"formula": "C42H36AuN6OP", "method": "wB97M-V/def2-TZVPD", "species": ["C", "O", "H", "C", "H", "H", "C", "C", "N", "C", "Au", "N", "C", "C", "C", "H", "N", "H", "P", "C", "H", "H", "C", "C", "C", "N", "H", "H", "C", "H", "H", "H", "C", "C", "C", "C", "C", "C", "N", "H", "H", "H", "C", "H", "H", "H", "H", "C", "H", "N", "C", "C", "H", "C", "H", "H", "H", "H", "C", "H", "H", "C", "C", "H", "C", "C", "H", "H", "C", "C", "C", "H", "C", "H", "H", "H", "C", "H", "C", "H", "C", "C", "C", "C", "C", "C", "C"], "coordinates": [[1.441326, 1.553959, 3.600135], [2.113786, 2.296651, 2.505165], [2.215768, -1.581241, -0.449792], [-1.327476, 1.984997, -5.815785], [-1.907481, 2.269191, -6.676739], [0.518688, -0.742803, 5.623590], [0.565193, -5.198890, -0.942771], [-3.090856, 4.528925, 0.098923], [-1.759647, -3.234245, 0.902467], [-1.848585, 4.389883, -0.565590], [-0.808036, -0.211500, -0.477802], [-2.405196, -0.898139, 0.770228], [-3.597883, 3.419748, 0.735208], [-3.974964, -0.941710, 2.488930], [2.371722, 2.275842, 0.123001], [4.271072, 4.167074, -2.673352], [1.009094, 0.602216, 1.469122], [-0.272284, 3.026898, -1.026645], [0.913200, 0.679331, -1.907235], [-0.356163, -4.794785, -0.000714], [-1.091104, -0.482033, 4.886033], [2.422019, -1.555381, 4.256829], [2.040431, -0.626320, -2.418066], [4.287935, -2.287512, -2.932133], [-2.484789, -2.211142, 1.249445], [-1.746364, 2.021988, -0.032649], [4.504599, -1.139531, -4.729475], [0.369316, 3.322447, -3.184576], [3.918386, -1.302557, -3.844237], [2.428517, -1.361838, 2.478513], [2.218800, 1.085366, 4.205814], [-0.805910, 4.007676, -5.213961], [2.018168, 2.028389, -1.239492], [-4.662836, -2.944597, 4.292956], [-1.176429, 0.625219, -5.495244], [0.557184, 0.534882, 2.916452], [1.816969, -1.683183, 3.345820], [3.471959, -2.554246, -1.859548], [-3.527841, 1.172850, 1.362073], [1.628707, -2.772308, 3.242841], [-4.486048, 3.491556, 1.371338], [-0.229625, -1.398094, 2.669572], [1.760927, 1.641605, 1.331249], [3.519230, 3.466682, 1.483222], [-3.442621, -4.267081, 3.033449], [2.008273, -4.537712, -2.368130], [3.738198, -3.336123, -1.168587], [-0.692685, -3.421532, 0.075434], [2.575207, 0.321622, -4.306857], [-0.075416, -2.438039, -0.574245], [-0.446034, 0.234716, -4.374389], [-0.740886, 2.945364, -4.991621], [-0.867658, -5.467676, 0.671635], [3.709799, 3.673762, -1.874097], [-1.646464, -0.136892, -6.110300], [4.645639, 4.797558, -0.282641], [0.757127, -6.236918, -1.129499], [-5.736030, -1.439313, 5.372988], [0.471195, -0.927471, 3.402798], [-5.175572, 0.374614, 3.699865], [0.859142, 2.255977, 4.218714], [2.182749, -1.840036, -1.543179], [-5.128390, -1.647793, 4.484266], [-1.393619, 5.234501, -1.096830], [0.858400, -2.791134, -1.619499], [1.217601, -4.248935, -1.683914], [5.242954, -2.786241, -3.047805], [-0.340795, -0.831962, -4.192523], [-4.809716, -0.632310, 3.580277], [-2.925908, 2.131865, 0.654408], [-3.841010, -3.268825, 3.193512], [-4.942307, -3.717602, 4.989365], [-3.290329, -0.101366, 1.456414], [-0.473610, 0.919871, 2.947397], [-0.426778, -2.119398, 5.001979], [2.526455, 2.589350, -3.247524], [-3.479803, -2.248067, 2.342760], [-3.584473, 5.491396, 0.135916], [3.962680, 3.994218, -0.548097], [0.402301, -2.579417, -2.633932], [-0.059229, 2.539031, -3.807640], [3.306350, 3.267586, 0.442617], [2.801999, -0.463109, -3.576583], [-1.236863, 3.157207, -0.560851], [0.111301, 1.193845, -3.489796], [-0.157873, -1.066277, 4.803593], [2.713220, 2.757426, -2.201969]], "forces_ev_per_angstrom": [[0.6, 0.3, 0.2], [-1.2, -1.0, -0.2], [-0.1, 0.0, -0.7], [0.4, -0.2, 0.8], [0.0, 0.1, -0.2], [-0.3, -0.1, -0.6], [0.4, 0.4, -0.4], [0.8, -0.6, -0.2], [-0.3, -0.2, 0.8], [-0.4, 0.1, 0.0], [0.0, 0.3, 0.6], [0.6, -0.9, -0.4], [0.5, -0.6, 0.1], [-0.1, -0.5, 0.8], [-0.6, -0.3, 0.3], [-0.3, -0.1, 0.3], [0.3, 1.1, -0.2], [0.1, 0.2, -0.1], [-1.7, 0.5, 0.3], [0.2, -0.6, -0.2], [0.3, -0.2, 0.0], [-0.2, 0.1, -0.3], [1.0, -0.4, -0.5], [0.0, -0.1, 0.7], [0.9, 1.1, -0.7], [-1.0, -0.1, 0.7], [0.2, 0.1, -0.3], [-0.2, -0.2, -0.1], [-1.2, 0.4, 0.6], [-0.3, -0.2, 0.4], [0.1, 0.1, 0.0], [-0.1, -0.2, 0.0], [0.5, -0.4, 0.3], [0.4, -0.2, -0.8], [0.2, 0.3, 0.3], [-0.4, -0.2, -1.1], [0.0, -0.3, -0.4], [-0.8, 0.2, 0.1], [-0.4, -2.3, 1.0], [0.1, 0.6, 0.1], [0.3, -0.2, -0.4], [0.5, 0.2, 0.4], [-0.3, -0.7, 1.8], [-0.1, 0.0, -0.1], [-0.1, 0.1, 0.1], [-0.2, 0.0, -0.1], [0.1, -0.3, 0.1], [-1.3, 2.0, 0.6], [0.0, -0.2, 0.5], [-0.2, -0.1, -0.7], [0.0, 0.2, 0.2], [0.3, -0.7, 0.8], [0.0, 0.0, -0.1], [0.0, 0.5, -0.2], [0.1, 0.1, 0.0], [0.0, -0.3, -0.1], [0.2, -0.4, 0.1], [0.2, 0.0, -0.5], [0.2, -0.2, 0.0], [0.0, 0.1, 0.1], [0.5, -0.1, -0.4], [1.9, 0.8, -0.5], [0.0, 0.0, 0.1], [-0.1, -0.4, 0.4], [-0.5, -0.7, -0.5], [0.2, 0.1, 0.1], [-0.2, -0.2, 0.0], [0.0, 0.1, 0.1], [0.6, 0.0, -1.0], [0.6, 2.2, -1.0], [-0.1, 0.0, 0.6], [0.0, -0.1, 0.1], [-0.4, 1.1, 0.5], [0.1, -0.1, -0.3], [0.2, 0.4, -0.1], [-0.1, -0.1, -0.2], [-0.2, 0.7, -0.3], [-0.1, -0.1, 0.0], [-0.2, -0.3, -0.1], [0.4, 0.1, 0.9], [-0.2, 0.6, -1.0], [0.0, 0.2, -0.6], [-0.3, -0.4, 0.3], [0.0, -0.3, -0.3], [0.1, 0.3, -0.4], [-0.2, 0.1, 0.2], [0.5, -0.2, 0.0]], "lowdin_spin": [0.000, 0.000, -0.001, 0.005, 0.000, 0.000, 0.013, -0.004, 0.021, 0.009, 0.481, 0.083, 0.011, 0.004, 0.002, 0.000, 0.002, 0.000, 0.042, 0.325, 0.000, 0.000, 0.018, 0.001, 0.008, 0.139, 0.002, 0.000, 0.032, 0.000, 0.000, 0.000, 0.004, -0.001, -0.001, 0.000, 0.000, 0.033, 0.014, 0.000, 0.001, 0.000, 0.000, 0.000, 0.000, 0.013, 0.002, 0.059, 0.000, 0.220, 0.005, -0.001, 0.014, 0.000, 0.000, 0.000, -0.006, 0.000, 0.000, 0.000, 0.000, 0.020, 0.000, 0.001, 0.055, 0.303, 0.000, 0.001, -0.001, 0.005, 0.001, 0.000, 0.001, 0.000, 0.000, 0.000, 0.002, 0.000, 0.003, 0.029, 0.005, 0.000, 0.006, 0.006, 0.007, 0.000, 0.004], "lumo_ev": [-8.430, -8.336], "fmax_ev_per_a": 2.55, "total_charge": 2, "orbital_gap_ha": [0.15691, 0.16197], "e_tot_ev": -68090.319, "e_above_lowest_kj_mol": 297.5, "spin_multiplicity": 3}

Which formula does entry 1 have?
C42H36AlIN4O7P2S3Te